{
  "formula": "C11H38N6O8",
  "method": "ωB97M-V/def2-TZVPD",
  "lumo_energy_ev": -0.05,
  "molar_mass_g_mol": 382.46,
  "species": ["O", "O", "O", "O", "O", "O", "O", "O", "N", "N", "N", "N", "N", "N", "C", "C", "C", "C", "C", "C", "C", "C", "C", "C", "C", "H", "H", "H", "H", "H", "H", "H", "H", "H", "H", "H", "H", "H", "H", "H", "H", "H", "H", "H", "H", "H", "H", "H", "H", "H", "H", "H", "H", "H", "H", "H", "H", "H", "H", "H", "H", "H", "H"],
  "coordinates": [[0.8562, 3.4722, -1.8066], [-0.1585, 0.4780, 3.6631], [-1.6731, -0.0494, 2.2415], [3.6543, 2.5109, -0.7605], [-2.9261, -0.0218, -2.7636], [0.9657, -0.0183, -0.6158], [2.1901, -1.2587, -1.1449], [-3.3344, -2.0127, -0.0294], [0.1950, -1.6651, 2.9837], [0.2843, 2.1826, -0.0229], [-4.4137, -0.2222, -0.8007], [-1.2677, 2.8298, -1.2349], [-2.6586, -0.0696, 0.5830], [1.5112, -0.8785, 4.3344], [-1.5619, 0.0349, -2.8869], [2.8558, 1.2727, -0.7184], [-1.6593, 1.3526, 2.1667], [1.7402, -3.3590, -0.1625], [0.4626, -0.5866, 3.6346], [-3.4119, -0.8523, -0.1106], [2.3458, 1.1519, -2.1859], [-0.8500, -1.1923, -2.2446], [0.3336, -0.2854, 0.6354], [0.0422, 2.8833, -1.1084], [2.7177, -2.2412, -0.3180], [-0.8612, 1.8907, 1.6554], [-1.9133, -0.4074, 1.1750], [-0.6805, -1.7666, 2.4904], [0.4689, 0.6828, -1.0440], [-1.1791, 0.9572, -2.4500], [-1.6149, 1.7390, 3.1850], [-2.6501, 1.6153, 1.7961], [0.7003, -3.0732, -0.0046], [-4.3546, 0.7857, -0.7750], [-1.2192, 0.0558, -3.9215], [-5.0877, -0.7851, -1.2996], [3.5491, -2.7178, -0.8375], [-0.9282, -0.2493, 2.8132], [0.7602, -2.4959, 3.0854], [2.0200, -4.1504, 0.5328], [2.0764, 1.4537, 0.0217], [1.2189, 2.0361, 0.3309], [-0.7469, -0.2085, 0.5142], [-1.6313, 3.2524, -2.0771], [1.6205, -3.7405, -1.1765], [3.0377, -1.8411, 0.6440], [0.1967, -1.2411, -2.5449], [0.6137, -1.2825, 0.9752], [3.5478, 0.4718, -0.4578], [1.9510, 0.1960, -2.5300], [-0.8166, -1.2239, -1.1556], [0.8450, 0.3273, 1.3779], [1.6022, -0.2763, 5.1401], [4.5588, 2.2515, -0.9508], [-1.3130, -2.1190, -2.5839], [-2.9238, 0.9042, 0.5442], [1.6771, -0.5921, -0.6822], [3.0249, 1.3758, -3.0086], [-3.1255, -0.0011, -1.8248], [1.5354, 1.8668, -2.3275], [2.2514, -1.5235, 4.0975], [-0.5031, 1.7882, 0.4717], [-1.9462, 2.5893, -0.5265]]
}